# 1
Below is a structure of composition C28H23F2N4OPRuS3, with properties calculated with ωB97M-V/def2-TZVPD.

```
63
Properties=species:S:1:pos:R:3:forces:R:3
Ru 1.398 -0.548 0.562 -1.1030 -1.5885 1.2129
S 0.346 1.331 1.517 -0.3817 1.3876 -0.4083
C 0.588 1.218 3.190 -0.3187 0.7333 0.8837
C 0.206 2.272 4.028 -0.0660 0.9105 -0.0381
N -0.075 3.201 4.684 0.0578 -0.7434 -0.3386
C 1.085 0.001 3.799 0.2018 0.1333 1.1551
S 1.716 -1.214 2.861 1.2806 -1.2558 -1.1554
C 1.164 -0.196 5.186 -0.2093 -0.0912 -1.0616
N 1.232 -0.535 6.289 -0.0284 -0.0367 1.0035
O 4.145 -0.123 0.155 0.7132 -0.1834 0.7542
C 3.093 0.457 -0.042 -0.3154 3.0169 -2.1463
C 2.855 1.724 -0.854 0.5988 -3.4838 1.4914
C 3.754 2.762 -1.017 0.9037 2.1817 -0.4878
C 3.391 3.823 -1.877 1.5202 -0.4131 0.3456
C 2.205 3.848 -2.622 -0.6200 -0.0187 -0.3202
C 1.345 2.743 -2.518 1.6156 0.5603 0.4216
C 1.736 1.706 -1.675 -2.6321 1.4904 -0.5564
P 0.526 0.444 -1.501 0.1702 -2.2435 0.7484
C 0.574 -0.213 -3.214 -0.0771 -0.4260 0.1763
C -0.506 -0.202 -4.088 0.7287 -0.1175 -0.1006
C -0.339 -0.815 -5.326 -1.4315 -0.0214 -0.9539
C 0.790 -1.521 -5.705 0.1807 -0.0738 0.3322
C 1.850 -1.558 -4.792 1.4356 -0.3220 -0.2722
C 1.777 -0.823 -3.621 0.6324 0.5708 0.8245
C -1.235 1.012 -1.291 1.5391 1.5004 -0.2352
C -1.392 2.373 -1.047 -0.1718 0.8595 0.0371
C -2.657 2.968 -1.067 0.5246 0.4530 0.0420
C -3.791 2.239 -1.356 0.4382 -1.0766 0.6536
C -3.620 0.862 -1.476 -0.4802 -0.3218 -0.0387
C -2.376 0.259 -1.441 -0.0646 -0.8757 -0.6213
H 4.694 2.833 -0.436 -0.6915 -0.2033 -0.5053
H 4.159 4.611 -2.059 -0.8148 -0.4956 0.3665
H 1.971 4.705 -3.265 0.1239 -0.4077 0.2405
H 0.413 2.629 -3.055 0.0656 0.3050 -0.2314
H -1.422 0.334 -3.861 0.0628 -0.2470 0.0464
H -1.207 -0.770 -6.008 0.6064 -0.0205 0.1989
H 0.854 -1.994 -6.694 -0.0638 0.1141 0.5954
H 2.805 -2.143 -4.973 -1.3130 0.8925 -0.0660
H 2.696 -0.630 -2.996 -1.1751 -0.7211 -0.6090
H -0.529 3.036 -0.860 -0.5220 -0.6069 -0.0828
H -2.712 4.027 -0.851 -0.0991 0.0732 -0.0725
H -4.785 2.644 -1.341 -0.1664 0.3273 -0.1374
H -4.463 0.189 -1.586 -0.1536 0.2250 -0.1217
H -2.320 -0.810 -1.649 0.0771 0.1788 0.2589
F 1.911 -2.482 -1.442 0.2892 -0.8684 -0.1266
C 2.346 -2.376 -0.118 -0.1421 1.4564 -0.2655
F 1.747 -3.404 0.561 0.1537 -0.5829 -0.0118
H 3.455 -2.556 -0.131 -0.9825 0.2148 0.1485
C -1.207 -4.163 3.056 0.2138 0.0887 1.0770
N -1.806 -2.883 3.399 0.4852 1.3438 -0.2136
C -2.456 -2.560 4.692 -0.1372 -0.3327 -0.7216
C -2.787 -1.036 4.562 -0.5134 -0.7924 0.5602
N -2.054 -0.669 3.371 0.5935 -0.8459 -1.4121
C -1.513 -1.749 2.698 -1.6360 0.5951 1.3362
S -0.907 -1.689 1.120 -0.1738 -0.5292 -0.6506
H -0.147 -4.213 3.350 -0.2319 0.1874 -0.1352
H -1.280 -4.253 1.991 0.0030 -0.3930 -0.5408
H -1.719 -4.969 3.598 -0.1170 0.2518 -0.3501
H -1.800 -2.828 5.517 0.1735 0.2493 0.1167
H -3.372 -3.174 4.779 0.3432 0.3242 0.0346
H -2.451 -0.453 5.417 0.1197 -0.0908 0.0847
H -3.912 -0.952 4.536 1.0440 0.3031 -0.5670
H -1.990 0.254 2.937 -0.0621 -0.4982 0.4089
```
Forces are in eV/Å.

Calculated values
2S+1 = 6
max |F| = 3.84 eV/A
charge = -1
Kohn-Sham gap (alpha / beta) = 4.732 / 5.909 eV

Atom charges from the natural (NBO) analysis, given in e for atoms 1 to 2: number 1, Ru, carries 0.21; number 2, S, carries -0.04

# 2
Below is a structure of composition C28H23F3N5O3SW, with properties calculated with ωB97M-V/def2-TZVPD.

```
64
Properties=species:S:1:pos:R:3:forces:R:3
W -0.789 -0.185 -0.395 0.0244 -0.0978 -0.0016
C -0.424 -0.958 3.909 0.0127 -0.0034 -0.0190
C 0.009 -0.388 2.588 0.0370 -0.0056 0.0425
O -0.889 -0.400 1.671 0.0309 -0.0595 -0.1087
C 1.278 0.098 2.404 -0.0494 0.0131 0.0191
C 1.725 0.817 1.268 -0.0001 0.0272 -0.0660
C 3.035 1.542 1.429 -0.0043 -0.0068 0.0055
N 1.064 0.905 0.125 0.0052 -0.0116 0.0474
N 1.681 1.845 -0.700 0.0095 0.0356 -0.0019
C 1.576 1.859 -1.962 0.0192 -0.0944 -0.0164
O 0.847 1.017 -2.746 -0.0143 0.0666 0.0420
C 2.326 2.856 -2.761 -0.0093 -0.0054 0.0133
C 2.145 2.936 -4.138 -0.0016 -0.0033 -0.0362
C 2.861 3.863 -4.882 -0.0099 0.0036 0.0133
C 3.759 4.713 -4.258 0.0095 -0.0054 0.0129
C 3.943 4.635 -2.882 -0.0207 -0.0019 0.0225
C 3.230 3.713 -2.136 0.0233 0.0164 -0.0126
H -1.419 -0.583 4.150 0.0060 0.0087 0.0129
H 0.270 -0.710 4.708 -0.0003 -0.0055 0.0025
H -0.491 -2.047 3.831 -0.0262 0.0065 -0.0033
H 1.953 0.063 3.246 -0.0034 -0.0051 0.0030
H 3.490 1.282 2.381 -0.0001 0.0000 -0.0031
H 2.870 2.619 1.392 0.0010 0.0013 0.0023
H 3.721 1.302 0.617 0.0042 0.0035 0.0032
H 1.443 2.273 -4.624 0.0023 0.0089 -0.0044
H 2.712 3.919 -5.952 -0.0015 0.0002 -0.0011
H 4.317 5.436 -4.839 -0.0005 -0.0032 0.0030
H 4.643 5.297 -2.390 -0.0031 -0.0016 -0.0020
H 3.361 3.644 -1.065 0.0021 0.0032 -0.0075
O -1.981 1.466 -0.097 -0.0487 0.0754 -0.0023
C -2.936 1.590 0.791 0.0648 0.0035 -0.0454
C -3.134 2.845 1.400 0.0101 0.0475 0.0053
C -4.113 3.043 2.345 0.0114 -0.0130 -0.0163
C -4.951 1.995 2.735 -0.0060 0.0024 0.0109
C -4.788 0.765 2.139 -0.0185 -0.0186 -0.0045
C -3.808 0.543 1.164 -0.0227 0.0009 0.0483
C -3.725 -0.751 0.508 0.0227 -0.0395 -0.0378
N -2.703 -1.251 -0.172 0.0572 0.0398 0.0375
C -3.090 -2.481 -0.662 0.0312 0.0020 -0.0006
C -4.358 -2.737 -0.266 -0.0102 -0.0046 0.0015
N -4.745 -1.640 0.472 -0.0371 -0.0089 0.0050
H -2.473 3.647 1.096 -0.0028 -0.0011 0.0023
H -4.227 4.021 2.798 0.0006 0.0008 0.0005
H -5.707 2.143 3.493 0.0006 -0.0006 -0.0015
H -5.423 -0.057 2.455 0.0018 0.0064 0.0036
H -2.431 -3.066 -1.280 0.0015 -0.0001 0.0005
H -5.011 -3.572 -0.445 0.0026 0.0037 -0.0021
H -5.662 -1.469 0.842 -0.0021 0.0054 -0.0011
F 3.209 -5.778 1.185 -0.0002 -0.0073 -0.0093
C 2.633 -5.677 -0.027 -0.0187 0.0181 0.0004
F 3.604 -5.772 -0.944 -0.0050 -0.0078 0.0110
F 1.832 -6.748 -0.169 0.0123 0.0019 0.0029
C 1.854 -4.396 -0.151 0.0117 0.0259 -0.0121
C 2.197 -3.425 -1.072 0.0175 -0.0089 -0.0146
C 1.443 -2.266 -1.130 0.0098 -0.0067 -0.0293
N 0.396 -2.039 -0.323 -0.0616 0.0945 0.0289
C 0.069 -2.996 0.566 0.0081 -0.0444 -0.0082
C 0.766 -4.178 0.682 -0.0111 -0.0199 0.0307
H 3.032 -3.558 -1.743 -0.0027 0.0093 -0.0031
H 1.670 -1.490 -1.846 -0.0018 0.0059 0.0085
H -0.787 -2.784 1.191 0.0014 0.0118 0.0068
H 0.462 -4.917 1.410 -0.0087 0.0116 0.0026
S -1.269 -0.680 -2.839 -0.0001 -0.0093 -0.0246
C -0.092 0.306 -2.096 -0.0502 -0.0606 0.0440
```
Forces are in eV/Å.

Calculated values
2S+1 = 2
max |F| = 0.13 eV/A
Kohn-Sham gap (alpha / beta) = 5.747 / 5.780 eV

Atom charges from the natural (NBO) analysis, given in e for atoms 1 to 2: number 1, W, carries 1.29; number 2, C, carries -0.67

So what do the calculations give for E_tot? Going down the list: -87225.434 -63817.656 eV.
So what do the calculations give for relative energy (zero: lowest compared OMol25 entry of this formula, charge and spin)? Going down the list: 9.4 18.4 kcal/mol.